This record from OMol25 describes C48H44GaN4O5S3Te as an isolated structure in a non-equilibrium geometry. The level of theory is ωB97M-V/def2-TZVPD.

The geometry in ORCA input format:
```
! wB97M-V def2-TZVPD RIJCOSX def2/J DEFGRID3
* xyz 0 2
Ga -0.58 -1.98 -0.31
C 6.35 -0.84 -3.54
C 5.02 -1.53 -3.35
C 4.47 -2.37 -4.31
C 3.23 -2.90 -4.14
C 2.48 -2.55 -2.96
C 3.01 -1.80 -1.96
C 4.25 -1.23 -2.16
S 0.81 -3.14 -2.87
O -0.10 -2.16 -3.43
O 0.77 -4.43 -3.45
N 0.53 -3.32 -1.24
C 1.23 -4.30 -0.55
C 1.73 -5.55 -1.02
C 2.34 -6.45 -0.11
C 2.71 -6.01 1.14
C 2.16 -4.77 1.69
C 2.08 -4.41 3.05
C 1.30 -3.37 3.48
C 0.59 -2.61 2.57
N 0.74 -2.82 1.29
C 1.39 -3.95 0.82
H 7.25 -1.50 -3.30
H 6.52 -0.11 -2.79
H 6.53 -0.43 -4.56
H 5.09 -2.58 -5.18
H 2.80 -3.56 -4.96
H 2.36 -1.64 -1.06
H 4.66 -0.61 -1.37
H 1.53 -5.75 -2.04
H 2.57 -7.45 -0.41
H 3.49 -6.49 1.70
H 2.65 -4.98 3.78
H 1.35 -3.17 4.56
H -0.18 -1.86 2.86
C -4.32 5.42 4.81
C -3.51 4.28 4.38
C -2.17 4.26 4.81
C -1.22 3.33 4.33
C 0.04 3.16 5.01
C -1.55 2.49 3.26
Te -0.06 1.74 1.84
N -0.36 -0.11 -0.32
C -0.18 0.92 -1.08
O 0.36 2.04 -0.65
C -0.62 0.85 -2.58
C -1.93 0.41 -2.98
C -2.46 0.83 -4.21
C -1.66 1.48 -5.16
C -0.35 1.87 -4.83
C 0.14 1.51 -3.54
C 1.32 3.38 1.72
C 2.69 3.12 1.65
C 3.24 1.81 1.24
C 3.64 4.15 1.92
C 3.21 5.48 2.14
C 4.04 6.58 2.73
C 1.82 5.72 1.97
C 0.89 4.75 1.67
C -0.56 5.06 1.30
C -2.91 2.38 2.89
C -3.29 1.38 1.83
C -3.84 3.28 3.51
H -3.75 6.32 4.68
H -4.52 5.54 5.92
H -5.33 5.42 4.32
H -1.78 4.99 5.55
H -0.02 3.58 6.06
H 0.73 3.83 4.47
H 0.51 2.15 4.99
H -2.51 -0.24 -2.31
H -3.48 0.46 -4.43
H -2.03 1.70 -6.14
H 0.33 2.44 -5.49
H 1.10 1.91 -3.28
H 2.47 1.05 1.03
H 3.73 1.31 2.07
H 4.01 1.79 0.40
H 4.69 3.94 2.10
H 4.37 7.30 1.95
H 4.86 6.18 3.29
H 3.46 7.10 3.48
H 1.52 6.82 1.97
H -0.62 6.16 0.94
H -1.16 5.00 2.15
H -0.99 4.36 0.55
H -2.95 0.40 2.09
H -2.88 1.63 0.85
H -4.36 1.45 1.86
H -4.92 3.09 3.32
O -6.51 -1.30 -1.99
S -5.22 -1.76 -2.44
O -4.74 -1.21 -3.69
N -4.06 -1.64 -1.20
C -3.50 -2.81 -0.97
S -2.56 -3.21 0.50
C -3.93 -3.88 -1.88
C -3.43 -5.18 -1.96
C -4.20 -6.15 -2.57
C -5.51 -5.88 -3.10
C -5.88 -4.54 -3.15
C -5.03 -3.53 -2.67
H -2.54 -5.48 -1.33
H -3.87 -7.19 -2.56
H -6.11 -6.67 -3.44
H -6.92 -4.20 -3.49
*
```

Results
Highest occupied orbital energy (alpha / beta)   -7.77 / -7.82 eV
ΔE to the lowest compared entry with this formula, charge and spin   224.8 kJ/mol
Calculated total energy   -158858.8602 eV
Molar mass   1050.43 g/mol
E_LUMO (alpha / beta)   -0.0302 / -0.0730 hartree
HOMO-LUMO gap (alpha / beta)   6.9 / 5.8 eV

These are the Mulliken partial charges, in e, on atoms 1 to 2: -1.249, -1.459